1.
The following is a DFT calculation (the ωB97M-V functional and the def2-TZVPD basis) of a 2-piece molecular cluster, C3H9N overall.

Geometry as XYZ:
```
13
C3H9N (the ωB97M-V functional and the def2-TZVPD basis)
N -1.4799 1.1606 -4.2073
H 3.3836 -1.0999 4.9167
C 2.5135 -1.5088 5.6475
H -0.1411 2.2035 -2.9307
H -1.8904 -0.8472 -4.6563
C -1.1166 1.5856 -2.8406
H 2.9130 -2.6068 5.8971
H -3.3560 0.2082 -4.5547
C -2.2519 0.1973 -4.4724
H 1.4429 -1.4755 5.2576
H -1.9211 2.3556 -2.4465
H -0.9055 0.7262 -2.1806
H 2.8096 -0.8989 6.5701
```

- Max |F|: 3.7 eV Å⁻¹
- Energy: -174.3009 Ha
- Kohn-Sham gap: 7.8343 eV
- SMILES: C=NC.C
- Relative energy (zero: lowest compared OMol25 entry of this formula, charge and spin): 399.5 kJ/mol
- Charge: 0

2.
The following is a DFT calculation (the ωB97M-V functional and the def2-TZVPD basis) of the molecule C10H12ClN.

Geometry as XYZ:
```
24
C10H12ClN (the ωB97M-V functional and the def2-TZVPD basis)
H 2.8892 3.7902 -0.3011
C -1.6964 -2.3932 0.1533
H -1.0430 -3.1861 -0.1759
C 2.7407 1.6938 -0.3502
H -0.4641 -0.3182 1.6116
H -1.5946 -2.5363 1.1836
N 2.1753 -1.7666 -0.6684
H 0.6757 -1.3078 0.8395
C 2.7504 -0.7618 -0.2107
Cl 4.4005 -0.8884 0.4118
C 0.6631 0.6573 0.1963
H -0.8858 -0.8105 -1.0732
H 3.7221 1.5961 -0.7133
H 2.7075 -2.6849 -0.9337
C 0.0513 1.9226 0.1598
C -1.2495 -0.8917 -0.0971
C 2.0347 0.5320 -0.0831
C -0.0471 -0.5457 0.7424
H -2.0246 -0.1617 0.1322
C 0.8111 3.0857 -0.1325
H 0.3100 4.0693 -0.0996
C 2.1915 2.9644 -0.3195
H -2.7711 -2.5130 -0.2180
H -1.0295 1.9731 0.2583
```

- Max |F|: 4.7 eV Å⁻¹
- Energy: -903.1495 Ha
- Kohn-Sham gap: 9.6747 eV
- SMILES: [H]/N=C(\Cl)c1ccccc1CCC
- Relative energy (zero: lowest compared OMol25 entry of this formula, charge and spin): 126.4 kJ/mol
- Charge: 0

3.
The following is a DFT calculation (the ωB97M-V functional and the def2-TZVPD basis) of C50H39CoN10O4S as an isolated structure.

Geometry as XYZ:
```
105
C50H39CoN10O4S (the ωB97M-V functional and the def2-TZVPD basis)
C -0.3074 -3.1446 1.9650
C 3.4966 2.7576 -1.7534
H 2.4906 5.0651 -6.0314
H -6.4947 3.2892 -1.5308
C 3.1191 1.8187 -0.7172
C -6.1694 2.6820 -0.6971
H 2.7916 -2.4763 -2.5343
H -3.6221 2.6381 3.1420
H 3.9689 6.1027 -2.2620
C 0.4801 -5.5297 -1.8917
N 0.3004 -0.9266 1.8509
C -8.9275 3.0309 -0.9814
H 1.1662 -4.0183 -0.5374
H -2.6237 -2.0572 -2.5205
H 4.9177 -3.1639 3.3195
H -8.6318 2.5082 -1.8962
O 4.0199 5.6312 -4.7501
C -4.3495 1.6432 0.5128
C -7.0763 2.1924 0.2325
C -2.3565 -1.2970 -1.8068
C 2.5189 -2.4504 3.9966
C -2.3937 0.4162 -0.3556
N -1.1136 -0.0555 -0.3777
C 0.5423 -1.0191 3.3221
C -0.2052 3.0777 -1.1069
N 0.1502 2.1654 -0.4751
C -1.5495 2.2481 3.8108
O 3.0721 -3.7290 4.1088
H -1.2047 -4.9404 -4.7500
C 3.5410 5.3685 -6.0519
H -0.0677 -0.2489 5.6917
C -2.1756 1.7124 1.7204
S -0.6631 4.3388 -1.9903
H 4.2412 -1.4293 4.7849
C 3.2466 -1.2993 4.3748
N 1.5421 -0.0442 -0.6703
C -4.8172 2.3983 -0.5551
H -0.9382 -2.6076 -3.9694
C 1.3957 -1.2592 -1.2785
H -0.3885 -9.0187 -3.3053
N 1.8967 1.6007 1.3630
H 1.0555 -8.1732 -2.7057
N -0.3182 -2.0059 1.3747
H 4.6051 -4.9058 3.4993
H -4.2177 -0.1734 -1.5023
H 3.5892 2.9798 -5.1506
H 4.5125 3.6052 1.2413
H -7.3366 1.0829 2.0385
Co 0.3471 0.6736 0.5921
C -0.5723 -3.4230 -3.3590
C 3.8433 4.6519 -3.8211
C -3.1746 -0.3394 -1.2871
C 3.6442 3.3126 -4.1221
H -1.5109 2.5872 4.8337
C 1.9247 2.1302 2.6025
H 3.6397 6.3005 -6.6041
C 2.9004 2.1929 0.6386
C -0.4629 1.7024 3.0904
H 4.1250 4.5948 -6.5602
H 4.3780 -0.3144 -2.3229
H 3.6166 4.4785 -0.4646
C 2.6038 -1.5715 -1.9779
C -0.7092 -4.7198 -3.8129
N -0.7573 -1.1326 4.0125
C -0.0348 -8.1282 -2.7906
C 1.3916 0.1632 3.7433
H 3.8250 -3.9822 2.1859
C 0.9395 1.4273 3.4486
C 0.6243 -4.2201 -1.4526
H 0.9238 -4.3128 3.1870
C 1.2596 -2.3372 3.4970
C -2.6266 2.2740 2.9444
H -1.3740 -0.3923 3.7038
N -0.6454 -1.0496 5.4283
C 3.4002 -0.4612 -1.8906
C -0.2140 -5.7852 -3.0663
H 3.3098 0.8159 4.4646
H -8.5976 4.0724 -1.0404
H -4.1099 2.7823 -1.2809
C -1.0558 -1.0888 -1.2475
O -0.4511 -7.0312 -3.5722
C 3.8589 5.0498 -2.4869
H -10.0115 3.0031 -0.8957
O -8.4257 2.3902 0.1690
C -5.2707 1.1792 1.4536
C -6.6180 1.4475 1.3157
C 0.1366 -1.8095 -1.5316
H -0.1542 -1.8791 5.7406
C -2.9146 1.2965 0.6081
H 3.2627 3.5571 3.6296
C 3.6077 3.0713 1.4871
N 0.5368 -3.3953 3.0434
C 2.7083 0.4861 -1.0779
H -4.9195 0.5775 2.2823
C 4.1617 -3.9477 3.2282
C 0.0657 -3.1499 -2.1467
H 0.9067 -6.3322 -1.3050
N -0.8429 1.4207 1.8471
C 2.9879 3.0226 2.7342
H 3.2858 1.3583 -3.3747
C 2.7241 -0.0539 4.1979
C 3.6827 4.1300 -1.4819
C 3.4812 2.3877 -3.1081
H -0.4713 -8.0980 -1.7879
H -0.8899 -3.9618 1.5655
```

- Max |F|: 1.3 eV Å⁻¹
- Energy: -4558.1559 Ha
- Kohn-Sham gap (alpha / beta): 4.5454 / 4.6930 eV
- Spin multiplicity: 2
- Relative energy (zero: lowest compared OMol25 entry of this formula, charge and spin): 339.9 kJ/mol
- Charge: -1

4.
The following is a DFT calculation (the ωB97M-V functional and the def2-TZVPD basis) of C47H46N12PPt as an isolated structure.

Geometry as XYZ:
```
107
C47H46N12PPt (the ωB97M-V functional and the def2-TZVPD basis)
C -1.3191 -2.8221 0.2302
N -2.7727 2.2704 0.5132
C 0.1755 -4.4506 4.9253
H 4.5849 1.3828 4.4436
H -0.8007 -3.9568 3.0676
H -1.1356 -7.5022 0.8310
C -2.4237 2.6249 5.3140
H -0.9332 2.4427 3.7842
H 2.1466 2.6805 5.7437
C -1.1783 6.3372 1.4359
C 0.7186 -6.4847 0.4445
C -1.8710 5.1588 1.1902
H -2.3300 -1.0409 4.4926
C -1.4483 -5.4001 0.5649
H 4.7159 2.7590 -1.1370
H -7.8297 0.8990 0.6165
C 0.2228 4.1495 0.5259
H 6.9022 -0.8676 -1.9005
C -6.8654 0.4108 0.5425
C 0.8065 -2.5758 3.3721
C 3.6581 0.9021 -0.8057
H 4.9418 -2.2403 -1.2638
H 0.7999 -4.6682 2.8609
N -1.0751 0.5972 4.8545
C -3.3867 0.7418 3.9277
P -0.0501 -0.0622 3.6862
H -1.5862 -3.3406 5.4915
H -2.8145 -0.0569 5.8686
H 3.8009 2.4516 2.3502
C 1.3526 -5.2758 0.1933
H 3.3770 1.7262 6.5823
C -1.0960 2.0842 4.8086
H 1.7295 1.0708 2.0063
C 3.8368 2.1826 4.5073
H 0.7199 7.3455 1.4382
C -5.7177 1.1711 0.5006
H -2.3593 3.7150 5.3589
C 4.7705 1.6774 -1.1643
N -0.4239 1.9894 0.0811
C -0.5393 -3.4238 5.8027
C 0.2035 6.4165 1.2275
H -5.7535 2.2531 0.5424
C 2.4379 -0.9889 -0.4535
H -2.5207 -5.4304 0.7116
H 4.3749 3.1087 4.7251
C -3.5826 2.1907 4.4090
N 1.9088 2.5175 -0.1517
C -6.8084 -1.0017 0.4910
C 3.1006 2.2788 3.1716
H -0.3774 -1.3035 6.2531
C -4.4895 0.5068 0.4048
H 2.3990 3.1193 3.1948
H 2.4249 -5.2106 0.0563
H -0.5228 -3.7301 6.8529
C 0.5675 -4.1367 0.1325
C 0.6766 2.8065 0.1210
C 2.0654 0.5868 5.2994
H -4.3426 0.2161 3.8708
N -0.2448 -1.9944 0.0263
N 1.4024 0.7277 4.0139
C 2.8536 1.8525 5.6301
H 1.3158 0.3900 6.0660
C 5.9188 1.0273 -1.5502
C 5.9828 -0.3879 -1.5865
H -0.3092 -5.4277 4.9943
C -0.6682 -6.5457 0.6306
H 1.2019 -4.5738 5.2927
C 0.2156 -3.9775 3.4736
H -0.2767 2.4643 5.4205
H 3.0277 0.1671 2.7827
H 1.9935 5.3600 0.6200
H -7.7302 -1.5697 0.5259
H -4.5252 2.2921 4.9538
N -2.3218 -0.1021 0.2261
C -3.0481 -1.2497 0.2582
H -3.6410 2.8542 3.5421
N 2.1193 -2.2994 -0.3009
C -0.8082 -4.1979 0.3139
C -5.6038 -1.6629 0.3983
H 1.8755 -2.6124 3.6404
N -0.5994 0.1394 2.2760
C -2.4293 -0.0136 4.8427
H 2.7621 -0.2695 5.2855
H -2.9384 5.0781 1.3545
H -1.7113 7.2067 1.8009
C -1.1473 4.0709 0.7319
H 0.7364 -2.2072 2.3480
C -4.4328 -0.8977 0.3553
C 0.9215 5.3184 0.7727
H 6.7911 1.6036 -1.8348
C 4.8992 -1.1582 -1.2360
H -2.9435 0.7252 2.9289
C 3.7225 -0.5061 -0.8393
Pt -0.3285 -0.0061 0.1036
C -1.5494 2.6839 0.4470
N 0.0957 -1.6487 4.2512
H -5.5528 -2.7444 0.3628
C 2.3367 1.2474 -0.4006
N 1.6436 0.0914 -0.1912
C 2.3167 1.0010 2.9122
H 1.1612 -2.1356 6.0090
H -2.5881 2.2749 6.3379
C -3.1403 0.9762 0.3337
C 0.1210 -2.0574 5.6478
C 0.9166 -2.7202 -0.0582
N -2.5769 -2.5179 0.3080
H 1.3028 -7.3943 0.5067
```

- Max |F|: 0.5 eV Å⁻¹
- Energy: -2936.6017 Ha
- Kohn-Sham gap (alpha / beta): 4.8564 / 4.9130 eV
- Spin multiplicity: 3
- Relative energy (zero: lowest compared OMol25 entry of this formula, charge and spin): 1.5 kJ/mol
- Charge: -1

5.
The following is a DFT calculation (the ωB97M-V functional and the def2-TZVPD basis) of a 4-piece molecular cluster, C31H59N2O11PS5 overall.

Geometry as XYZ:
```
109
C31H59N2O11PS5 (the ωB97M-V functional and the def2-TZVPD basis)
O -0.4371 1.2494 -8.3115
H 1.3493 0.6584 -1.8762
C -1.8503 1.2257 -1.5717
H -4.0067 0.0700 7.8887
S -2.3036 -5.8734 6.8544
H 2.7566 0.7673 0.8859
H 4.1089 -5.5654 -8.6572
H -3.9954 7.9315 3.4630
C -2.9216 0.0998 8.3299
S -0.5644 0.3976 5.5114
H -1.0608 -1.1550 8.7698
O 2.7184 0.7617 4.9062
C 2.9419 -0.5077 5.2554
H -1.3657 -0.0796 -3.5026
H -3.7373 3.8203 5.4906
C 3.2055 -4.9828 -8.8479
H 4.0171 0.0709 2.7459
H 0.4173 -1.3129 -8.3120
C 5.0923 -1.6037 -8.1774
O 1.3235 0.7567 -6.5991
H -4.7681 3.2057 -1.5909
C 2.3776 -0.2871 0.5390
H 3.1156 -4.7349 -9.9068
H -3.4495 0.0621 -2.8564
C 2.4539 -2.8278 6.4891
H 3.4262 -2.3444 0.7328
C -2.1883 -1.3629 8.4399
H 0.0632 -1.8119 -6.6335
H 6.3229 -2.2065 -6.5055
C 4.1513 -1.0619 2.4792
S -3.8819 5.7535 2.5458
H -6.3369 2.3944 -0.8484
H -4.7931 2.8440 0.2620
H -2.6410 -2.0495 9.2792
H -1.8636 0.6441 -0.5564
C 0.2437 -1.1545 -0.8857
H -4.1357 0.3895 -0.0611
C 5.5475 -1.4691 -6.7357
C 0.6314 3.4278 -8.1696
H -1.3810 2.9276 -7.5302
H -2.5438 -1.5427 6.3295
N 4.1458 -1.4138 5.1176
H -1.7656 2.6748 4.5631
S -0.0736 0.5199 -6.8987
C -3.4942 3.9691 4.4328
O -4.8282 4.9010 1.8611
H 4.2809 -0.9034 -8.4044
H -5.4419 0.2190 -1.4290
H -0.2738 -6.2191 8.7608
O 3.4446 -3.8371 -6.5101
H 0.7708 -2.1949 -0.9853
C 0.7139 -0.3356 0.4936
H -1.4265 0.1963 4.4202
H 5.1649 -2.7106 3.6868
C 0.0150 -3.8444 7.4289
C 2.9568 -1.5416 1.4441
C -3.3917 1.0540 -2.1977
H 2.3279 -5.5430 -8.5175
H -1.2812 -1.3444 -7.7188
H -3.5494 1.9729 -2.9221
H 0.4557 4.5020 -8.2735
H -1.9363 -4.5409 9.2931
C -0.2392 -1.1571 -7.4539
H -1.1258 2.9028 -9.2744
C 4.0317 -2.5840 6.1173
O 2.2222 -2.6005 -8.3509
H -0.9190 -1.3527 -0.7693
H -4.6611 7.8448 1.8073
H 4.7198 -1.6440 -6.0424
H 2.2368 -5.0256 7.5487
O 5.0171 -3.3089 6.6792
H -0.4512 1.5605 -3.3402
C -0.6652 2.6520 -8.3126
C 1.6589 -4.0649 7.2134
C 4.1518 -2.0853 3.7606
H -4.1198 3.2779 3.8573
H 5.9391 -0.4666 -6.5433
H 0.3179 -0.8298 1.4777
C 0.5038 -0.1188 -2.1297
H -3.0248 0.5031 9.4483
H -5.6256 7.2239 3.1813
C -4.6186 7.3505 2.7805
C 0.1656 -1.2156 6.1402
C -0.8378 0.6224 -2.7114
C -0.6730 -2.4204 6.8975
H -1.4030 4.4085 4.7598
N -2.1760 -2.1441 7.1090
H 0.9316 -0.7801 -3.0266
C -2.0190 3.6818 4.2209
H -2.3144 0.9191 7.7521
S 3.2779 -3.4820 -7.9042
H 2.0612 -2.0763 2.0089
H 3.2739 -2.8781 3.6912
H -1.6689 2.3785 -1.3293
C 1.7776 -1.4411 5.9344
H 1.0881 3.2566 -7.1906
O -2.5320 5.9500 2.0592
H 5.9288 -1.3541 -8.8394
H 5.1870 -1.1488 1.8981
P -1.1028 -5.1549 8.2556
H 2.7858 -0.4627 -0.5601
O -3.8142 5.3169 4.1159
C -4.5457 0.9006 -1.0379
H 1.3569 3.1092 -8.9246
C -5.1573 2.4177 -0.7850
H -1.7508 3.7530 3.1628
O -1.1217 0.7987 -5.9422
H 0.3775 0.8004 0.3635
O 4.7033 -2.9366 -8.4796
```

- Max |F|: 8.9 eV Å⁻¹
- Energy: -4485.3597 Ha
- Kohn-Sham gap: 6.8580 eV
- SMILES: CCCCCCCCCCCCN1C(=O)c2cc([PH2]=S)c(NCC)c(S)c2C1=O.CCOS(C)(=O)=O.CCOS(C)(=O)=O.CCOS(C)(=O)=O
- Relative energy (zero: lowest compared OMol25 entry of this formula, charge and spin): 799.4 kJ/mol
- Charge: 0

6.
The following is a DFT calculation (the ωB97M-V functional and the def2-TZVPD basis) of C19H14Cl4N7O3Pt as an isolated structure.

Geometry as XYZ:
```
48
C19H14Cl4N7O3Pt (the ωB97M-V functional and the def2-TZVPD basis)
C 2.7921 0.5468 1.3697
O -1.2995 -1.8442 -1.1522
C 0.3126 -2.0541 -4.2428
H -1.3239 -3.9689 -4.2004
N 1.9367 0.8483 -2.8861
C -3.2204 -0.6511 3.6501
N 0.3792 -0.5193 -1.9662
C 4.1043 2.0247 -0.0235
Cl 4.1580 3.1695 -1.3257
C -1.1039 0.3911 3.2202
C 3.9593 0.1612 2.0164
H -4.4712 -2.1714 4.5030
O 1.7396 1.8831 -0.2692
Cl 3.8276 -1.0183 3.2790
C -2.0777 -0.0141 4.1134
Cl 6.8006 2.3015 0.1661
H -1.9358 0.1750 5.1692
N -1.2782 1.9800 -0.2711
N -1.2263 0.1915 1.9055
H -4.1755 -1.3752 1.8581
N -2.9905 3.1775 -1.5343
C -3.3168 -0.8694 2.2805
H 1.9054 1.3848 -2.0112
C 1.1585 -1.0090 -4.2030
N -2.7428 5.2596 -2.8523
N -0.5042 -2.3429 -3.2033
C -0.5007 -1.5446 -2.0309
C -2.8006 4.2891 -2.2200
C -2.0297 2.5963 -0.9054
Pt 0.1653 0.9843 0.6872
H -0.1920 0.8748 3.5387
C 5.2008 0.6998 1.6581
H 1.8003 -0.7698 -5.0370
H -5.2514 -0.6032 4.3366
H 2.5589 1.1087 -3.6275
C 2.8645 1.5122 0.3327
C -1.4348 -3.4554 -3.2467
C -2.3103 -0.4427 1.4383
C 5.2755 1.6273 0.6339
H 0.2361 -2.7074 -5.1026
Cl 6.6329 0.1963 2.4919
H -2.3253 -0.6121 0.3707
H -2.4572 -3.0973 -3.1371
O 1.6154 0.0175 1.6518
C 1.1519 -0.2258 -2.9955
C -4.3095 -1.0954 4.5839
H -1.2339 -4.1468 -2.4298
H -4.0635 -0.8627 5.6188
```

- Max |F|: 0.5 eV Å⁻¹
- Energy: -3301.7024 Ha
- Kohn-Sham gap: 6.8278 eV
- Relative energy (zero: lowest compared OMol25 entry of this formula, charge and spin): 7.2 kJ/mol
- Charge: -1

7.
The following is a DFT calculation (the ωB97M-V functional and the def2-TZVPD basis) of a 2-piece molecular cluster, C3H3NOS3 overall.

Geometry as XYZ:
```
11
C3H3NOS3 (the ωB97M-V functional and the def2-TZVPD basis)
H -2.7987 1.2630 1.5822
C 1.0566 0.4036 0.1306
N -0.1081 -0.3398 0.4401
S 1.1187 -1.7297 -1.5326
S -3.0905 -0.2534 -0.2111
H 1.6389 1.7433 0.1752
C -2.2203 0.6161 0.7824
S 3.5361 -0.2768 -0.6926
C 1.9007 -0.3253 -0.6870
H -0.1048 -1.6651 -1.0566
O -0.9286 0.5641 1.0694
```

- Max |F|: 6.8 eV Å⁻¹
- Energy: -1440.4566 Ha
- Kohn-Sham gap: 7.1542 eV
- Relative energy (zero: lowest compared OMol25 entry of this formula, charge and spin): 542.2 kJ/mol
- Charge: 0